Record 1
C6H12N2 | ωB97M-V/def2-TZVPD

Summary:
**Strongest force on any atom**: 2.422 eV/Å
**Energy relative to the best compared isomer or geometry (same formula, charge and spin)**: 0.454 eV
**SMILES string**: [H]/N=C(\N)C(=C)CCC
**Frontier orbital gap**: 10.15 eV
**E_HOMO**: -9.2 eV
**Calculated total energy**: -345.3112 a.u.

```
! wB97M-V def2-TZVPD RIJCOSX def2/J DEFGRID3
* xyz 0 1
H 0.449 2.643 -2.386
N 0.284 2.048 -1.575
C 0.814 0.898 -1.649
N 1.566 0.436 -2.699
C 0.717 -0.046 -0.413
C 1.720 -0.849 -0.095
C -0.605 0.098 0.232
C -0.694 -0.650 1.625
C -2.066 -0.432 2.246
H 1.746 -0.549 -2.785
H 1.590 0.977 -3.550
H 1.693 -1.479 0.777
H 2.638 -0.858 -0.660
H -0.792 1.163 0.382
H -1.383 -0.295 -0.427
H 0.082 -0.256 2.283
H -0.521 -1.719 1.487
H -2.135 -0.925 3.214
H -2.257 0.630 2.390
H -2.847 -0.834 1.603
*
```

Record 2
C6H12N2 | ωB97M-V/def2-TZVPD

Summary:
**Strongest force on any atom**: 1.478 eV/Å
**Energy relative to the best compared isomer or geometry (same formula, charge and spin)**: 0.472 eV
**SMILES string**: Cc1c[nH]cn1.CC
**Frontier orbital gap**: 9.47 eV
**E_HOMO**: -8.6 eV
**Calculated total energy**: -345.3105 a.u.

```
! wB97M-V def2-TZVPD RIJCOSX def2/J DEFGRID3
* xyz 0 1
C 1.097 -1.101 1.995
C 0.727 -1.163 0.550
C 0.848 -2.203 -0.334
N 0.152 -1.848 -1.451
C -0.348 -0.598 -1.231
N 0.053 -0.141 -0.078
H 1.854 -1.856 2.220
H 0.181 -1.327 2.540
H 1.578 -0.166 2.267
H 1.415 -3.096 -0.136
H -0.061 -2.417 -2.247
H -0.957 -0.070 -1.944
C -0.634 2.993 0.758
C -1.468 2.877 -0.524
H -0.990 2.318 1.531
H 0.327 2.661 0.391
H -0.637 4.005 1.153
H -1.684 3.859 -0.939
H -2.472 2.449 -0.514
H -0.983 2.228 -1.210
*
```

Record 3
C6H12N2 | ωB97M-V/def2-TZVPD

Summary:
**Strongest force on any atom**: 3.592 eV/Å
**Energy relative to the best compared isomer or geometry (same formula, charge and spin)**: 5.655 eV
**Frontier orbital gap**: 8.77 eV
**E_HOMO**: -8.1 eV
**Calculated total energy**: -345.1201 a.u.

```
! wB97M-V def2-TZVPD RIJCOSX def2/J DEFGRID3
* xyz 0 1
C -0.287 0.556 -0.405
C -0.591 1.521 0.409
C -0.636 -0.756 -0.850
C 0.773 -0.311 -0.818
C 0.454 2.400 1.053
C -1.507 -1.117 -2.033
N 1.181 -1.265 1.951
N 1.818 -1.148 0.683
H -1.551 1.892 0.598
H -0.954 -1.341 -0.039
H 1.431 -0.396 -1.686
H 1.180 1.775 1.558
H 0.093 3.187 1.718
H 1.066 2.870 0.300
H -1.325 -0.910 -3.127
H -2.567 -0.631 -1.916
H -1.629 -2.267 -2.044
H 1.162 -0.455 2.609
H 0.212 -1.567 1.858
H 1.679 -2.035 0.181
*
```

Record 4
C6H12N2 | ωB97M-V/def2-TZVPD

Summary:
**Strongest force on any atom**: 6.900 eV/Å
**Energy relative to the best compared isomer or geometry (same formula, charge and spin)**: 5.992 eV
**Frontier orbital gap**: 8.96 eV
**E_HOMO**: -8.0 eV
**Calculated total energy**: -345.1076 a.u.

```
! wB97M-V def2-TZVPD RIJCOSX def2/J DEFGRID3
* xyz 0 1
C 2.057 -0.361 0.939
C 0.347 1.340 -0.499
C -1.113 0.915 -0.405
C -1.589 0.324 1.017
C -0.920 -0.686 -0.833
C 0.580 -0.881 -1.005
H 2.317 0.706 1.024
H 2.878 -0.972 0.532
H 1.587 -0.890 1.910
H 0.648 1.841 -1.565
H 0.667 2.036 0.276
H -1.855 1.644 -0.985
H -0.764 0.835 1.713
H -2.609 0.811 1.288
H -1.824 -2.045 1.082
H -1.343 -1.136 -1.711
H 0.792 -1.834 -0.662
H 0.688 -0.770 -2.106
N 1.283 0.078 -0.275
N -1.824 -0.955 0.266
*
```

Record 5
C6H12N2 | ωB97M-V/def2-TZVPD

Summary:
**Strongest force on any atom**: 4.865 eV/Å
**Energy relative to the best compared isomer or geometry (same formula, charge and spin)**: 5.801 eV
**Frontier orbital gap (alpha / beta)**: 8.07 / 8.07 eV
**E_HOMO (alpha / beta)**: -7.3 / -7.3 eV
**Calculated total energy**: -345.1147 a.u.

```
! wB97M-V def2-TZVPD RIJCOSX def2/J DEFGRID3
* xyz 0 1
C 1.492 -1.989 0.290
C 0.889 -3.068 -0.178
C 0.463 0.615 0.231
C 0.636 1.953 -0.382
C -1.991 0.206 0.514
C -0.630 0.213 1.230
N 1.057 -0.505 -0.249
N 1.873 -0.265 -1.408
H 1.522 -3.911 0.036
H -0.135 -3.208 -0.648
H 1.003 1.747 -1.402
H 1.249 2.550 0.388
H -0.479 2.192 -0.323
H -2.764 0.057 1.146
H -2.025 -0.640 -0.249
H -2.132 1.072 -0.094
H -0.265 -0.849 1.503
H -0.731 0.863 2.063
H 1.905 -1.175 -1.966
H 2.862 -0.048 -1.097
*
```

Record 6
C6H12N2 | ωB97M-V/def2-TZVPD

Summary:
**Strongest force on any atom**: 3.047 eV/Å
**Energy relative to the best compared isomer or geometry (same formula, charge and spin)**: 2.462 eV
**SMILES string**: C=NC(=C)C[C@H](C)N
**Frontier orbital gap**: 9.05 eV
**E_HOMO**: -8.3 eV
**Calculated total energy**: -345.2374 a.u.

```
! wB97M-V def2-TZVPD RIJCOSX def2/J DEFGRID3
* xyz 0 1
C -0.684 1.385 -2.690
N 0.185 1.093 -1.842
C 0.184 1.188 -0.490
C -0.108 2.412 0.046
C 0.745 0.129 0.417
C -0.155 -1.131 0.583
C -0.391 -1.445 2.031
N 0.420 -2.309 -0.089
H -0.355 1.551 -3.751
H -1.762 1.249 -2.782
H -0.523 3.220 -0.557
H 0.013 2.571 1.098
H 0.945 0.631 1.385
H 1.802 -0.092 0.167
H -1.043 -0.913 -0.040
H -0.659 -0.602 2.676
H -1.005 -2.343 2.079
H 0.528 -1.869 2.473
H 1.318 -2.417 0.374
H 0.546 -2.308 -1.087
*
```

Record 7
C6H12N2 | ωB97M-V/def2-TZVPD

Summary:
**Strongest force on any atom**: 6.762 eV/Å
**Energy relative to the best compared isomer or geometry (same formula, charge and spin)**: 10.098 eV
**Frontier orbital gap**: 8.67 eV
**E_HOMO**: -7.7 eV
**Calculated total energy**: -344.9568 a.u.

```
! wB97M-V def2-TZVPD RIJCOSX def2/J DEFGRID3
* xyz 0 1
C -2.214 -0.810 0.215
C -0.749 1.316 -0.120
C 0.826 1.399 -0.374
C 1.101 0.120 0.081
C 1.597 -1.256 -0.341
C 0.193 -0.655 -1.002
H -3.342 -0.854 -0.453
H -1.531 -1.958 -0.172
H -2.662 -0.667 1.552
H -1.031 1.596 0.993
H -1.377 2.294 -0.572
H 1.370 2.094 0.333
H 1.195 1.621 -1.286
H 1.394 -0.397 2.134
H 0.176 0.694 1.648
H 1.633 -1.848 0.713
H 2.565 -1.466 -0.941
H 0.220 -0.395 -2.161
N -1.097 -0.065 -0.438
N 0.648 -0.134 1.503
*
```

Record 8
C6H12N2O | ωB97M-V/def2-TZVPD

Summary:
**Strongest force on any atom**: 4.725 eV/Å
**Energy relative to the best compared isomer or geometry (same formula, charge and spin)**: 4.124 eV
**SMILES string**: NCC1=COCCNC1
**Frontier orbital gap**: 9.43 eV
**E_HOMO**: -8.5 eV
**Calculated total energy**: -420.4323 a.u.

```
! wB97M-V def2-TZVPD RIJCOSX def2/J DEFGRID3
* xyz 0 1
N 2.693 1.781 0.649
C 1.778 1.225 -0.351
C 0.560 0.499 0.056
C 0.050 0.414 1.262
O -1.216 0.012 1.665
C -1.566 -1.275 1.066
C -2.005 -1.151 -0.352
N -0.707 -1.257 -1.055
C -0.125 0.053 -1.260
H 3.418 0.979 1.109
H 2.073 2.385 1.349
H 2.278 0.516 -0.979
H 1.503 1.851 -1.245
H 0.588 0.960 2.111
H -0.721 -2.038 1.149
H -2.341 -1.643 1.856
H -2.676 -2.062 -0.421
H -2.746 -0.368 -0.798
H -0.768 -1.698 -1.981
H 0.752 -0.062 -2.059
H -0.821 0.878 -1.769
*
```